Record 1
Formula: C42H46Br2CeF5N3O3P2S
Source: OMol25
Level of theory: ωB97M-V/def2-TZVPD

The value obtained for the strongest force on any atom is 0.0741 Eh/bohr. For the LUMO energy (alpha / beta), the calculation gives 1.70 / 1.70 eV. Its energy above the lowest of the compared OMol25 structures with the same formula, charge and spin is 59.12 kcal per mole. For the HOMO-LUMO gap (alpha / beta), the calculation gives 6.40 / 6.40 eV. As for the spin multiplicity: 2. As for the charge: -1.

Geometry as XYZ:
```
105
Properties=species:S:1:pos:R:3:lowdin_charge:R:1
Ce 2.11301 -0.49106 0.44620 1.06
Br 1.97457 7.09129 1.12162 0.75
Br 1.48243 3.60981 -3.12818 0.85
S 4.29345 -1.45048 -1.63287 0.66
P -0.29204 -0.93398 2.55342 1.07
P -2.77069 0.09465 -1.22763 1.11
F 5.08221 -0.74731 -4.39745 0.07
F 6.89640 1.18164 -5.10863 0.06
F 6.34389 3.17117 -0.80565 0.09
F 6.65745 3.53423 -3.56224 0.08
F 5.12870 0.84020 0.06250 0.05
O 1.70336 1.42570 -0.91049 -0.26
O 2.31356 -2.92212 0.48896 -0.26
O 3.22207 -1.77023 2.10981 -0.32
N 3.18863 -2.91559 1.46258 -0.07
N -0.05974 -1.27633 -0.46137 -0.13
N 2.56620 1.83387 1.70211 0.08
C -1.55935 1.50035 3.02378 -0.12
C 2.11258 5.30969 0.50909 -0.65
C 6.27817 1.20288 -3.87022 -0.10
C -1.68839 2.63792 -1.94870 -0.17
C -2.82651 1.99751 -1.18324 -0.51
C 3.16382 4.44068 2.59006 0.01
C -2.56129 -5.72201 2.19371 -0.07
C 3.32625 3.29849 3.40515 0.00
C 1.58965 5.06370 -0.72440 -0.19
C -0.66048 -0.43714 -4.62014 -0.24
C 1.94060 2.66268 -0.47427 -0.35
C -1.43965 -1.40011 5.27368 -0.11
C -0.50404 -2.43270 0.20066 -0.31
C -3.08281 -0.42083 2.54672 -0.11
C -0.22995 -1.11482 -1.81914 -0.31
C 0.31440 -1.40247 -4.19751 -0.02
C 5.01858 -0.00821 -2.15418 -0.59
C -1.31843 -4.76103 0.11951 -0.07
C 6.38830 2.32969 -3.00199 -0.14
C -1.44971 -3.48319 2.17252 -0.05
C -1.37921 -0.28683 -2.28911 -0.29
C 0.55330 -1.69191 -2.83704 -0.03
C -4.20886 -0.77450 -2.03490 -0.55
C 3.01447 2.00272 2.94645 -0.32
C 5.50114 0.13738 -3.48254 -0.25
C -4.78512 -1.88528 -1.21590 -0.16
C 0.71783 -2.56945 4.65509 -0.11
C 2.39225 2.88410 0.87139 -0.14
C -1.72067 0.17057 2.33187 -0.60
C -0.18718 -1.33994 4.39523 -0.52
C 3.25630 0.92224 3.89546 -0.02
C 5.35809 1.04240 -1.24395 -0.23
C 2.57250 4.24887 1.32200 -0.18
C -4.15719 -1.24202 -3.54735 -0.09
C 6.05048 2.18157 -1.66619 -0.16
C -0.86827 -0.21979 -6.11816 -0.07
C -0.61910 -3.71884 -0.49323 0.00
C 1.68816 3.78455 -1.31496 -0.65
C -1.42260 0.22437 -3.61210 -0.08
C -4.21697 2.49439 -1.72055 -0.13
C -1.80508 -4.62101 1.41063 -0.29
C -0.80216 -2.36685 1.57912 -0.31
H 1.26691 -2.46046 -2.53490 0.11
H -1.12764 -1.88955 6.19495 0.07
H 3.47617 5.46846 2.86698 0.09
H -4.24971 3.58117 -1.47514 0.08
H 0.92548 -1.75232 -4.98079 0.08
H -5.39033 -2.56104 -1.79163 0.06
H -0.59759 2.00762 2.76893 0.08
H -0.39547 -3.69489 -1.58543 0.11
H 2.58482 0.10367 3.77327 0.04
H -1.46925 -5.74729 -0.38660 0.12
H -1.69399 0.32190 1.26221 0.03
H -1.67746 -3.45182 3.24404 0.09
H 1.20743 5.90439 -1.30755 0.09
H -0.75233 2.12868 -1.73558 0.04
H 0.06838 -3.43548 4.74870 0.07
H -3.78136 0.33837 2.88297 0.07
H -3.53428 -5.38422 2.53821 0.06
H 3.15327 1.42760 4.90999 0.11
H -2.19639 -2.04923 4.82566 0.05
H -4.30947 2.36376 -2.83947 0.09
H -5.50044 -1.56777 -0.42388 0.08
H -0.72877 0.83537 -6.42886 0.07
H -1.82729 -0.40561 5.47102 0.06
H 0.38897 -0.44030 4.71176 0.09
H -3.50705 -2.09122 -3.64961 0.07
H -1.93499 -6.06783 3.07751 0.09
H -1.91057 -0.44317 -6.45081 0.08
H -0.10056 -0.72957 -6.72514 0.07
H -2.72090 2.20901 -0.09352 0.09
H -2.16782 0.96782 -3.83582 0.08
H -4.97569 -0.00709 -2.01344 0.06
H -1.64109 1.32353 4.12734 0.07
H -1.83914 2.70846 -3.01799 0.06
H 1.46187 -2.71764 3.86161 0.06
H 1.17597 -2.39934 5.61967 0.07
H -3.42991 -0.87165 1.60574 0.05
H -3.09146 -1.21731 3.31347 0.05
H -5.05002 1.99113 -1.26491 0.04
H -5.16272 -1.54238 -3.77043 0.05
H -2.33190 2.22548 2.70874 0.08
H -1.46467 3.69373 -1.55179 0.10
H -2.65038 -6.56931 1.53988 0.05
H -3.89819 -0.42189 -4.26345 0.07
H -4.02282 -2.51494 -0.75540 0.06
H 3.57917 3.44990 4.42111 0.09
H 4.25586 0.46999 3.82335 0.11
```

Record 2
Formula: C42H46F12N2O38PS
Source: OMol25
Level of theory: ωB97M-V/def2-TZVPD

The value obtained for the strongest force on any atom is 0.0685 Eh/bohr. For the LUMO energy, the calculation gives -4.37 eV. For the HOMO-LUMO gap, the calculation gives 7.68 eV. As for the spin multiplicity: 1. As for the charge: +1.

Geometry as XYZ:
```
142
Properties=species:S:1:pos:R:3:lowdin_charge:R:1
S 2.95434 -1.11462 4.12841 0.63
P -1.55551 1.78761 4.38139 0.81
F 2.28634 5.07700 6.20038 0.06
F -11.89210 9.00618 -4.31280 0.08
F 1.24333 -5.47108 -3.59225 0.07
F 0.15469 1.02596 0.65178 0.05
F -7.93107 9.26897 -1.68756 0.09
F -3.95944 -4.11432 2.22364 0.08
F 2.60374 -7.86937 2.58435 0.09
F 3.89771 0.74066 -4.81223 0.06
F 1.91015 -10.66312 4.11917 0.05
F 7.91942 8.11796 -6.23201 0.08
F -1.97351 3.99923 -1.01250 0.09
F 1.12381 -7.19981 -6.54228 0.07
O -4.78398 2.75930 0.51161 0.10
O 4.19670 -8.55972 -5.75808 0.07
O -3.96762 1.65872 2.24885 0.11
O -9.75401 8.87910 -5.03959 0.13
O 0.53705 2.62163 -3.49144 0.18
O 5.11358 4.02911 -7.54864 0.17
O -2.10171 -4.51414 -1.79435 0.17
O 1.51164 -6.01383 3.29452 0.15
O 1.36514 -4.17460 -1.72879 0.15
O 3.18281 -0.60308 2.84048 -0.26
O 5.76704 -11.65243 6.09484 0.21
O 1.34194 -2.34257 -0.43694 0.15
O 3.41672 -2.41791 4.39954 -0.26
O -7.05666 7.17970 -1.59643 0.14
O -9.38074 6.68974 -4.78633 0.07
O -2.56822 2.62821 0.71595 0.10
O -0.16029 8.03222 8.45377 0.20
O 6.14233 5.72277 -2.93496 0.17
O 3.28566 3.81398 -6.26263 0.08
O 0.76069 -6.72524 5.26499 0.11
O 4.39165 -10.09107 -7.39691 0.20
O 4.41525 -12.93529 4.83107 0.08
O -5.56289 5.51631 -1.88493 0.15
O 0.41838 -2.31077 -2.48500 0.07
O 5.15857 6.78595 -4.65142 0.07
O -4.90430 7.65633 -1.94408 0.09
O -1.20371 -4.67411 0.24088 0.09
O -0.20855 5.78182 8.48271 0.07
O -7.68162 8.04576 -5.35202 0.18
O 2.49329 -8.88373 -7.17271 0.13
O 4.89600 2.26931 -6.15252 0.13
O 7.38741 6.72686 -4.52614 0.13
O 3.93742 -10.76599 5.10204 0.11
O 0.09940 -4.72733 4.49107 0.11
O 1.35979 6.83532 7.28241 0.13
O -0.06603 1.73501 -1.50100 0.12
O 2.08603 1.79803 -2.10607 0.08
O -3.40741 -4.42386 0.04861 0.16
N -0.77044 -2.11377 4.72422 0.17
N -0.73520 2.72765 5.32038 -0.28
C 4.08057 2.07554 -5.00814 -0.30
C 6.22083 6.35245 -3.93503 -0.56
C 1.07430 -2.89071 -1.46062 -0.58
C 3.76555 -9.26502 -6.83631 -0.54
C -5.81393 6.67627 -1.81856 -0.54
C 1.78575 5.49508 7.39773 -0.31
C 3.14164 -12.71155 4.21425 -0.04
C 7.07713 7.12657 -5.85410 -0.31
C 2.35788 -7.10070 3.66782 -0.29
C 0.56063 -4.56016 -2.84338 -0.29
C -3.78266 2.29374 1.25399 -0.57
C 4.48730 3.43061 -6.74079 -0.56
C 1.51021 -7.81744 4.69344 -0.03
C 3.15640 -11.21162 4.01568 -0.31
C 0.27795 6.99308 8.11237 -0.54
C -4.24545 3.57284 -0.54549 -0.04
C 0.50220 4.77719 7.74762 -0.07
C -2.84035 3.03365 -0.64214 -0.29
C 4.81248 -11.78136 5.41874 -0.54
C 5.65368 7.61697 -5.71272 -0.04
C 0.38066 -3.25345 -3.58064 -0.02
C 0.62636 0.85158 -0.62588 -0.28
C -11.02942 8.25941 -5.04207 -0.31
C 1.18492 -1.07629 4.32611 -0.21
C 3.56191 0.02067 5.32744 -0.09
C -3.17056 -4.83198 1.39484 -0.29
C -1.70390 -4.48998 1.57024 -0.04
C -0.77679 0.13816 4.44733 -0.28
C -1.42113 -0.98124 4.68074 -0.03
C -10.73708 6.92673 -4.38372 -0.05
C 1.96655 -8.15856 -6.07985 -0.32
C 2.05617 1.32592 -0.75712 -0.03
C -8.82310 7.88521 -5.08533 -0.56
C 3.21167 -7.56516 -5.45820 -0.06
C 0.54154 0.08890 4.25524 -0.03
C 0.72910 -5.73268 4.36891 -0.53
C 0.82791 2.10657 -2.46655 -0.53
C 0.52217 -2.17803 4.56327 -0.02
C 2.79743 2.77075 -5.40117 -0.05
C -6.88511 8.54645 -1.23100 -0.30
C -5.60339 8.91160 -1.94691 -0.03
C -2.23550 -4.54205 -0.61440 -0.53
H 1.02202 -3.11401 4.63546 0.12
H 5.06784 7.48439 -6.61705 0.14
H -0.55979 -3.18954 -4.11768 0.14
H 3.05361 -13.26548 3.28474 0.14
H 7.19890 6.27621 -6.52587 0.17
H -3.40877 -5.89040 1.50157 0.18
H 3.12146 -7.41467 -4.38658 0.13
H 0.66091 3.89028 8.35420 0.14
H 3.61196 -10.88160 3.08139 0.17
H 3.49028 -6.62221 -5.92921 0.15
H -2.46883 -1.00782 4.84132 0.15
H -0.06731 4.50121 6.86325 0.10
H -0.36749 -4.98893 -2.46234 0.13
H 1.20220 -3.05329 -4.26849 0.15
H 4.57726 2.49868 -4.13429 0.17
H 2.09680 -8.32771 5.44988 0.14
H -5.03096 9.67902 -1.43555 0.14
H 1.41168 -8.83540 -5.42852 0.17
H -1.49013 2.25517 3.07477 0.02
H 5.60940 8.66213 -5.40648 0.14
H -11.39582 8.18981 -6.06690 0.17
H 1.05699 1.00568 4.06546 0.13
H 3.30157 -6.70873 4.04770 0.18
H 3.83409 -0.56792 6.17232 0.07
H -1.55938 -3.45246 1.87085 0.14
H 2.78736 0.70008 5.60845 0.06
H -0.35502 3.49576 4.79148 -0.02
H 0.82637 -8.52749 4.23578 0.14
H 2.77899 0.53802 -0.59845 0.14
H -6.83960 8.62580 -0.14404 0.17
H -11.39001 6.12886 -4.72399 0.14
H -1.19184 -5.13561 2.27403 0.12
H 2.56956 5.42745 8.15341 0.17
H -2.72073 2.17200 -1.29774 0.17
H -2.89794 1.64293 4.73653 0.02
H 2.27746 2.15397 -0.08291 0.15
H 2.34716 -13.02224 4.89332 0.15
H 2.26043 3.17441 -4.55369 0.11
H 0.46169 -0.17812 -0.93040 0.14
H -4.26107 4.61240 -0.24944 0.13
H -1.28366 -2.96536 4.92030 0.18
H 2.13303 2.11490 -5.96411 0.15
H 4.38229 0.56492 4.91298 0.08
H -5.78853 9.22452 -2.97445 0.15
H -4.81122 3.45320 -1.45412 0.13
H -10.78874 6.99456 -3.29699 0.14
```

Number 1: DFT total energy -250927.9928 eV. Number 2: DFT total energy -177811.8075 eV.